C24H36O3S3 as an isolated structure. Source: the OMol25 dataset; level of theory: the ωB97M-V functional and the def2-TZVPD basis.

ORCA input file:
```
! RIJCOSX wB97M-V def2-TZVPD def2/J DEFGRID3
* xyz 0 1
C 39.010 12.825 13.345
S 38.485 11.556 12.142
O 37.319 10.814 12.654
C 37.978 12.597 10.845
H 39.984 13.095 13.353
H 38.866 12.237 14.231
H 38.160 13.464 13.199
H 37.067 12.937 11.283
H 37.524 12.081 10.022
H 38.746 13.395 10.608
C 35.446 3.462 5.351
S 33.681 3.765 5.361
O 33.085 2.578 4.704
C 33.373 3.347 7.114
H 36.102 4.308 5.444
H 35.826 3.068 4.455
H 35.671 2.610 5.891
H 33.858 4.153 7.726
H 33.822 2.106 7.420
H 32.283 3.203 7.384
C 37.366 9.308 15.971
S 38.537 8.751 14.813
O 39.707 8.495 15.712
C 37.872 7.113 14.653
H 36.235 9.499 15.456
H 37.620 10.322 16.335
H 37.333 8.380 16.759
H 36.939 7.211 14.233
H 37.552 6.428 15.625
H 38.658 6.623 14.048
C 30.015 5.862 10.160
C 28.628 5.239 10.318
C 28.082 4.494 9.222
C 28.762 4.522 7.988
C 29.907 5.137 7.702
C 30.735 5.856 8.957
H 30.281 6.456 11.025
H 28.019 5.125 11.064
H 27.141 3.871 9.445
H 28.361 4.349 7.120
H 30.315 5.298 6.691
H 31.499 6.421 8.719
C 37.219 0.680 12.360
C 36.924 1.136 10.929
C 35.560 1.707 10.778
C 34.603 1.976 11.785
C 34.927 1.577 13.055
C 36.263 0.906 13.326
H 38.105 0.177 12.363
H 37.598 0.922 10.372
H 35.456 2.304 9.815
H 33.872 2.474 11.424
H 34.263 1.477 13.806
H 36.514 0.608 14.428
C 35.522 5.585 10.538
C 36.541 6.552 11.185
C 36.107 7.962 11.336
C 34.677 8.394 11.183
C 33.825 7.399 10.597
C 34.278 5.938 10.249
H 35.598 4.518 10.476
H 37.484 6.366 11.615
H 36.809 8.714 11.721
H 34.415 9.304 11.153
H 32.745 7.641 10.391
H 33.641 5.264 9.705
*
```

Values from the calculation:
Total energy: -2355.821156 a.u.
ΔE to the lowest compared entry with this formula, charge and spin: 10.798 eV
Molar mass: 468.750 g mol⁻¹
Kohn-Sham gap: 9.2099 eV

=====

An isolated ion of composition C2NO4 and charge -1. Source: the OMol25 dataset; level of theory: the ωB97M-V functional and the def2-TZVPD basis.

ORCA input file:
```
! RIJCOSX wB97M-V def2-TZVPD def2/J DEFGRID3
* xyz -1 1
O -0.421 -0.249 1.975
C 0.465 0.143 1.193
O 1.637 0.419 1.227
N -0.338 0.447 -0.056
O 0.107 0.820 -1.514
C -0.510 -0.258 -1.131
O -0.940 -1.321 -1.693
*
```

Values from the calculation:
Total energy: -431.934884 a.u.
ΔE to the lowest compared entry with this formula, charge and spin: 0.920 eV
Molar mass: 102.025 g mol⁻¹
Kohn-Sham gap: 9.7090 eV
SMILES: O=C([O-])N1OC1=O

=====

A 7-piece molecular cluster, C11H24Cl10O3 overall. Source: the OMol25 dataset; level of theory: the ωB97M-V functional and the def2-TZVPD basis.

ORCA input file:
```
! RIJCOSX wB97M-V def2-TZVPD def2/J DEFGRID3
* xyz 0 1
C 1.715 -2.131 4.968
C 2.700 -2.847 4.054
C 3.564 -3.709 4.980
O 2.718 -3.833 6.078
C 1.504 -3.098 6.043
H 0.778 -1.828 4.500
H 2.379 -1.343 5.323
H 3.345 -2.174 3.488
H 2.230 -3.517 3.334
H 4.370 -3.060 5.322
H 3.838 -4.716 4.665
H 1.353 -2.682 7.039
H 0.605 -3.638 5.744
Cl -1.247 -0.505 -1.176
C -0.912 1.188 -0.727
Cl -0.497 2.274 -2.010
H -1.729 1.667 -0.188
H -0.049 1.209 -0.062
Cl 2.049 9.661 -6.127
C 3.451 8.663 -5.595
Cl 4.642 8.390 -6.846
H 3.937 9.179 -4.767
H 2.959 7.732 -5.316
Cl -2.886 2.845 7.724
C -3.676 3.778 6.373
Cl -2.574 4.452 5.180
H -4.295 3.124 5.759
H -4.376 4.526 6.746
Cl 5.919 5.485 -0.302
C 5.714 4.953 1.427
Cl 7.067 3.831 1.820
H 5.729 5.840 2.061
H 4.715 4.516 1.442
Cl -7.013 3.465 -3.215
C -7.738 4.598 -4.300
Cl -8.949 3.867 -5.313
H -8.124 5.375 -3.641
H -6.989 4.932 -5.018
O -2.727 -7.951 -6.155
C -2.492 -7.344 -4.859
C -1.118 -7.732 -4.264
O -0.133 -7.627 -5.240
H -2.061 -7.610 -6.757
H -2.429 -6.286 -5.113
H -3.281 -7.599 -4.151
H -1.060 -8.751 -3.883
H -0.938 -7.081 -3.409
H 0.010 -8.490 -5.635
*
```

Values from the calculation:
Total energy: -5261.044718 a.u.
ΔE to the lowest compared entry with this formula, charge and spin: 0.544 eV
Molar mass: 558.840 g mol⁻¹
Kohn-Sham gap: 9.5930 eV
SMILES: C1CCOC1.ClCCl.ClCCl.ClCCl.ClCCl.ClCCl.OCCO

=====

C28H26As2Cl2N4O2Re as an isolated structure. Source: the OMol25 dataset; level of theory: the ωB97M-V functional and the def2-TZVPD basis.

ORCA input file:
```
! RIJCOSX wB97M-V def2-TZVPD def2/J DEFGRID3
* xyz 2 2
Re 0.282 0.484 0.383
Cl -4.095 5.632 -0.648
C -2.717 4.616 -0.731
C -2.562 3.627 0.224
C -1.448 2.796 0.156
N -1.107 1.748 1.027
C -1.702 1.552 2.273
O -2.579 2.217 2.754
C -1.107 0.376 2.995
C -1.542 0.051 4.263
C -0.975 -1.042 4.902
C 0.010 -1.764 4.243
C 0.401 -1.369 2.978
N -0.146 -0.317 2.351
C -0.500 2.963 -0.868
C -0.649 3.969 -1.815
C -1.762 4.788 -1.748
Cl -1.959 6.010 -2.932
N 0.563 2.043 -0.765
C 1.862 2.385 -1.183
O 2.153 3.113 -2.087
C 2.887 1.741 -0.291
C 4.223 2.056 -0.383
C 5.095 1.510 0.554
C 4.589 0.679 1.540
C 3.233 0.396 1.554
N 2.395 0.910 0.648
H -3.294 3.523 1.008
H -2.311 0.659 4.720
H -1.294 -1.325 5.896
H 0.476 -2.625 4.701
H 1.165 -1.907 2.435
H 0.073 4.108 -2.603
H 4.550 2.732 -1.161
H 6.150 1.744 0.521
H 5.230 0.252 2.299
H 2.797 -0.246 2.307
C -2.658 0.502 -1.931
As -1.794 -0.603 -0.602
C -3.199 -1.043 0.649
C -1.384 -2.242 -1.524
C -2.396 -2.989 -2.119
C -2.083 -4.152 -2.805
C -0.763 -4.572 -2.902
C 0.249 -3.831 -2.313
C -0.060 -2.663 -1.621
As 1.318 -1.607 -0.792
C 2.372 -2.908 0.186
C 2.508 -1.109 -2.236
H -3.099 1.375 -1.455
H -3.435 -0.091 -2.411
H -1.929 0.820 -2.674
H -4.002 -1.547 0.114
H -3.591 -0.128 1.092
H -2.814 -1.701 1.425
H -3.430 -2.672 -2.057
H -2.871 -4.733 -3.267
H -0.522 -5.479 -3.440
H 1.275 -4.170 -2.400
H 2.832 -3.591 -0.528
H 1.731 -3.481 0.854
H 3.160 -2.411 0.750
H 2.758 -1.996 -2.816
H 3.420 -0.684 -1.819
H 2.022 -0.378 -2.880
*
```

Values from the calculation:
Total energy: -6921.876108 a.u.
Molar mass: 857.499 g mol⁻¹
⟨S²⟩: 0.77
Kohn-Sham gap (spin up / spin down): 5.8815 / 6.0442 eV

=====

A 7-piece molecular cluster, C45H47F5N7S overall. Source: the OMol25 dataset; level of theory: the ωB97M-V functional and the def2-TZVPD basis.

ORCA input file:
```
! RIJCOSX wB97M-V def2-TZVPD def2/J DEFGRID3
* xyz 1 1
C -1.661 0.271 1.801
C -0.519 0.420 0.789
C 0.543 -0.473 0.876
C 1.596 -0.330 -0.005
C 1.613 0.671 -0.961
C 2.818 0.817 -1.902
S 4.314 0.509 -0.883
C 5.005 -1.062 -1.410
C 4.172 -1.988 -2.052
C 4.712 -3.200 -2.398
N 5.972 -3.585 -2.203
C 6.722 -2.699 -1.596
C 6.320 -1.397 -1.170
C 5.514 1.915 -1.233
F 6.717 1.464 -1.616
F 5.053 2.704 -2.225
C 5.591 2.747 0.039
C 4.379 3.202 0.536
C 4.316 3.937 1.691
C 5.510 4.217 2.353
C 6.697 3.753 1.852
C 7.966 4.063 2.664
F 7.840 5.230 3.296
F 9.034 4.072 1.856
F 8.122 3.086 3.580
C 6.772 3.014 0.685
C 0.542 1.538 -1.075
C -0.503 1.385 -0.187
H -2.311 1.146 1.712
H -2.166 -0.682 1.613
H -1.164 0.263 2.778
H 0.585 -1.269 1.617
H 2.405 -1.057 0.101
H 2.769 0.143 -2.762
H 2.811 1.845 -2.281
H 3.124 -1.782 -2.244
H 4.044 -3.919 -2.876
H 7.756 -2.985 -1.392
H 6.958 -0.687 -0.654
H 3.445 2.956 0.025
H 3.366 4.290 2.082
H 5.437 4.781 3.278
H 7.725 2.661 0.299
H 0.557 2.301 -1.851
H -1.327 2.093 -0.272
N 9.572 0.592 -3.009
C 9.275 -0.734 -3.200
C 10.276 -1.282 -3.957
C 11.214 -0.252 -4.230
C 10.754 0.889 -3.632
H 9.012 1.244 -2.493
H 8.386 -1.166 -2.770
H 10.331 -2.309 -4.278
H 12.123 -0.341 -4.801
H 11.164 1.884 -3.595
N 0.017 4.759 3.342
C -0.432 3.994 2.298
C -1.666 4.464 1.934
C -1.972 5.557 2.787
C -0.916 5.716 3.642
H 0.893 4.639 3.817
H 0.163 3.184 1.908
H -2.283 4.069 1.143
H -2.866 6.158 2.774
H -0.747 6.424 4.435
N -3.304 -3.480 0.301
C -3.463 -4.609 1.061
C -4.777 -4.681 1.440
C -5.442 -3.555 0.885
C -4.509 -2.835 0.186
H -2.441 -3.173 -0.108
H -2.627 -5.259 1.266
H -5.215 -5.456 2.047
H -6.485 -3.303 0.986
H -4.595 -1.923 -0.381
N -3.138 -7.234 -1.183
C -2.983 -8.379 -0.451
C -2.614 -9.381 -1.308
C -2.539 -8.818 -2.610
C -2.865 -7.492 -2.499
H -3.410 -6.340 -0.812
H -3.150 -8.381 0.613
H -2.420 -10.405 -1.033
H -2.275 -9.328 -3.522
H -2.927 -6.713 -3.241
N -6.041 0.102 1.717
C -6.569 0.501 0.518
C -7.924 0.614 0.669
C -8.229 0.275 2.015
C -7.048 -0.032 2.635
H -5.069 -0.065 1.896
H -5.934 0.668 -0.337
H -8.620 0.907 -0.099
H -9.204 0.259 2.475
H -6.837 -0.336 3.646
N -10.886 2.456 0.621
C -11.343 1.688 -0.417
C -12.572 2.166 -0.787
C -12.867 3.270 0.057
C -11.808 3.425 0.911
H -10.010 2.328 1.096
H -10.757 0.869 -0.800
H -13.190 1.770 -1.575
H -13.754 3.880 0.037
H -11.631 4.137 1.699
*
```

Values from the calculation:
Total energy: -3023.434548 a.u.
ΔE to the lowest compared entry with this formula, charge and spin: 0.467 eV
Molar mass: 812.977 g mol⁻¹
Kohn-Sham gap: 5.3748 eV

=====

One molecule with the formula CH4N4O2. Source: the OMol25 dataset; level of theory: the ωB97M-V functional and the def2-TZVPD basis.

ORCA input file:
```
! RIJCOSX wB97M-V def2-TZVPD def2/J DEFGRID3
* xyz 0 1
C 1.937 0.816 0.107
N 1.297 -0.349 0.017
N 0.036 -0.679 -0.179
N -0.800 0.482 -0.032
N -2.049 0.120 -0.017
O -2.926 0.933 -0.142
O -2.356 -1.211 0.048
H 1.480 1.830 0.167
H 2.959 0.786 0.015
H 1.893 -1.100 -0.054
H -1.469 -1.627 0.069
*
```

Values from the calculation:
Total energy: -409.773452 a.u.
ΔE to the lowest compared entry with this formula, charge and spin: 4.771 eV
Molar mass: 104.069 g mol⁻¹
Kohn-Sham gap (spin up / spin down): 7.8683 / 7.8673 eV